This record from OMol25 describes C23H63N9O14P3SV as an isolated structure in a non-equilibrium geometry. The level of theory is ωB97M-V with the def2-TZVPD basis set.

The molar mass is 865.74 u. The total energy is -131341.758 eV. As for the LUMO energy (spin up / spin down): 0.0798 / 0.0797 Eh.

```
! wB97M-V def2-TZVPD RIJCOSX def2/J DEFGRID3
* xyz -1 2
O 0.00914 -1.27854 -0.28073
V -0.04744 -2.50334 -1.33197
O -3.92517 -0.77165 -2.11650
C -3.01334 -1.45282 -2.72714
O -1.85893 -1.37616 -2.29125
O -3.30418 -2.24065 -3.65521
H -4.60337 -0.91522 -2.78061
O 0.97382 -5.64536 -4.15866
C -0.01179 -4.77356 -3.82329
O 0.01693 -4.29948 -2.68677
O -0.79749 -4.35216 -4.68275
H 0.62847 -5.88213 -5.02254
O -1.21659 -5.31668 1.25687
C -0.87190 -4.21131 0.63914
O 0.26146 -3.77882 0.61089
O -1.61587 -3.61849 -0.07856
H -2.13930 -5.36494 0.99632
O 2.76650 2.38241 3.56265
P 2.05980 1.29010 4.30991
N 0.51182 1.89770 4.82493
C 0.37603 3.10620 5.69856
C -0.59760 0.98105 4.99387
N 2.92810 0.78918 5.73053
C 2.33838 0.02170 6.86162
C 4.11700 1.48689 6.23892
N 1.71649 -0.16185 3.43589
C 0.83729 -0.03501 2.23659
C 2.53355 -1.36859 3.49751
H 0.75655 2.96462 6.71012
H -0.56900 3.61812 5.51696
H 1.12888 3.86443 5.48315
H -1.25115 1.12261 4.13309
H -1.31695 1.25583 5.76531
H -0.25944 -0.04809 5.11482
H 2.24060 0.62457 7.76444
H 1.36382 -0.43429 6.68722
H 3.04481 -0.80444 6.94254
H 4.17425 2.49272 5.82284
H 4.26186 1.66703 7.30413
H 4.93632 0.96168 5.74805
H 0.56222 0.97806 1.94312
H 1.43407 -0.37418 1.38988
H 0.02434 -0.76048 2.20650
H 2.64464 -1.73618 4.51762
H 3.45936 -1.24031 2.93667
H 1.98866 -2.17327 3.00387
O 1.06704 -1.66466 -3.31788
P 1.70529 -0.87229 -4.43329
N 0.66258 -0.89952 -5.81432
C -0.76254 -1.24749 -5.75654
C 0.95359 -0.21645 -7.05806
N 3.27138 -1.44542 -4.90441
C 4.37961 -1.36306 -3.92038
C 3.62067 -1.82960 -6.22269
N 1.84684 0.80072 -4.15125
C 2.75304 1.64994 -4.87971
C 0.65527 1.37198 -3.63606
H -0.73404 -2.04143 -6.50283
H -1.52838 -0.54303 -6.08106
H -0.99893 -1.61042 -4.75629
H 1.03897 -0.80380 -7.97229
H 1.79868 0.46008 -6.93068
H 0.25328 0.61475 -7.14030
H 4.31845 -0.51078 -3.24365
H 4.35949 -2.15378 -3.17041
H 5.39885 -1.25567 -4.29149
H 3.75062 -0.91088 -6.79468
H 4.65069 -2.18475 -6.19069
H 2.86476 -2.51088 -6.61329
H 3.36660 2.20289 -4.16845
H 3.41086 1.16706 -5.60235
H 2.10211 2.28999 -5.47529
H 0.63030 1.71858 -2.60293
H -0.30954 0.95414 -3.92355
H 0.52543 2.28753 -4.21312
O -2.20792 3.38372 0.24167
P -3.38202 3.03894 1.10847
N -4.74568 3.99246 0.88143
C -4.53097 5.14963 0.06219
C -5.91101 4.10493 1.74719
N -2.95774 3.26557 2.73403
C -3.76196 2.96297 3.83540
C -1.98510 4.29803 2.95627
N -3.96285 1.41584 1.13393
C -3.01078 0.28071 1.35816
C -5.02011 1.10546 0.21152
H -3.73352 5.78401 0.44915
H -5.44070 5.74966 0.08360
H -4.19908 4.89213 -0.94362
H -6.15397 3.09818 2.08707
H -6.70123 4.51862 1.12069
H -5.72655 4.66656 2.66297
H -3.38552 3.04560 4.85499
H -4.65542 3.58474 3.89223
H -3.98540 1.90025 3.74160
H -2.14330 5.23567 2.42345
H -2.03733 4.71832 3.96063
H -0.93335 4.01261 2.93485
H -2.58548 0.01711 0.38980
H -2.14217 0.72642 1.84289
H -3.39944 -0.66330 1.74010
H -5.09964 0.01867 0.18607
H -4.63370 1.49368 -0.73086
H -5.94413 1.50357 0.63081
C 3.14050 -4.88179 -1.82957
S 3.68903 -3.35672 -0.90372
O 2.45712 -2.48794 -0.88574
C 3.62366 -4.16273 0.71549
H 2.47184 -5.58075 -1.32713
H 3.97939 -5.44888 -2.23301
H 2.55336 -4.47643 -2.65361
H 3.49697 -3.45782 1.53716
H 4.52832 -4.76458 0.80180
H 2.68928 -4.72383 0.70147
*
```

This record from OMol25 describes C23H65Br6N12O9P3 as an isolated structure in a non-equilibrium geometry. The level of theory is ωB97M-V with the def2-TZVPD basis set.

The energy relative to the best compared isomer or geometry (same formula, charge and spin) comes out at 42.7 kcal per mole. The molar mass is 1226.19 u. The total energy is -509325.229 eV. As for the LUMO energy: -0.0182 Eh.

```
! wB97M-V def2-TZVPD RIJCOSX def2/J DEFGRID3
* xyz 0 1
C -4.81044 -13.29138 -28.33968
N -5.59030 -13.44936 -27.07212
O -5.04265 -13.77439 -26.02699
O -6.81593 -13.34711 -27.19561
H -5.41098 -13.85055 -29.05718
H -3.84634 -13.76389 -28.15164
H -4.64402 -12.25137 -28.62032
C -4.37149 -9.06953 -33.41636
N -4.67898 -7.79875 -33.99486
O -4.68615 -6.75896 -33.32934
O -4.81121 -7.79901 -35.20701
H -3.29503 -9.23862 -33.38950
H -4.94793 -9.85990 -33.89713
H -4.65755 -9.05282 -32.36470
C -0.55357 -2.13127 -29.99156
N 0.85782 -2.75077 -30.16794
O 1.85688 -2.03105 -29.96060
O 0.93296 -3.79712 -30.79750
H -1.33273 -2.87535 -30.15697
H -0.52565 -1.28473 -30.67762
H -0.65364 -1.78843 -28.96173
O -13.51245 -5.88407 -28.80963
P -12.78703 -5.43547 -27.68154
N -11.68963 -6.69804 -27.18460
C -10.29614 -6.69986 -27.69836
C -12.21226 -8.02260 -26.87344
N -13.85290 -5.12235 -26.27483
C -13.27912 -4.85400 -24.97528
C -15.22520 -4.52617 -26.48981
N -11.99913 -3.98495 -27.86760
C -11.02188 -3.42926 -26.84019
C -11.79703 -3.41769 -29.18775
H -9.66916 -7.40151 -27.14822
H -9.93425 -5.70462 -27.95648
H -10.26795 -7.29844 -28.60887
H -11.52328 -8.66196 -26.32150
H -12.44260 -8.44158 -27.85299
H -13.13477 -8.04646 -26.29336
H -14.00809 -4.98791 -24.17604
H -12.29583 -5.31160 -24.86649
H -13.01495 -3.79701 -25.00816
H -15.88095 -4.71562 -25.63999
H -15.06828 -3.45678 -26.63085
H -15.64506 -5.04079 -27.35410
H -11.49880 -3.03531 -25.94274
H -10.28474 -4.22116 -26.70740
H -10.46289 -2.61978 -27.30963
H -12.51206 -3.88808 -29.86271
H -10.77456 -3.56883 -29.53389
H -12.01150 -2.35450 -29.07947
O -3.10012 -15.69424 -35.66914
P -3.50604 -17.08402 -36.17008
N -5.06977 -17.65981 -35.54348
C -5.23100 -17.99961 -34.11906
C -6.29499 -17.54576 -36.37179
N -2.41992 -18.28590 -35.57147
C -1.19409 -17.76692 -34.91760
C -2.58061 -19.72118 -35.71391
N -3.44040 -17.32264 -37.81239
C -2.65814 -16.41496 -38.69586
C -3.84768 -18.58031 -38.50603
H -5.07300 -19.05011 -33.87497
H -6.18840 -17.59669 -33.78869
H -4.41925 -17.54129 -33.55418
H -7.04192 -18.28254 -36.07623
H -6.18877 -17.28988 -37.42599
H -6.80325 -16.61292 -36.12776
H -1.41163 -17.10588 -34.07866
H -0.71899 -18.66813 -34.53004
H -0.51178 -17.30352 -35.63021
H -3.66093 -19.85984 -35.75585
H -2.12997 -20.06245 -36.64587
H -2.19335 -20.31824 -34.88828
H -2.88195 -16.56755 -39.75167
H -2.78638 -15.35358 -38.48347
H -1.57969 -16.57271 -38.68348
H -4.49128 -18.34775 -39.35444
H -4.28588 -19.33296 -37.85060
H -2.90899 -18.90983 -38.95143
O 1.43225 -11.31103 -28.77546
P 2.82470 -11.76544 -28.99491
N 3.18311 -12.19632 -30.60935
C 4.52355 -12.09665 -31.09949
C 2.09098 -12.25268 -31.60805
N 3.05632 -13.22452 -28.04424
C 2.61278 -14.51163 -28.67919
C 3.00429 -13.26011 -26.59645
N 4.18396 -10.82939 -28.42862
C 5.33604 -11.35199 -27.52389
C 4.22520 -9.41784 -28.58994
H 4.85651 -11.07145 -31.26136
H 4.69463 -12.74187 -31.96120
H 5.25472 -12.44106 -30.36813
H 1.82091 -11.26882 -31.99171
H 1.25670 -12.80922 -31.18105
H 2.40825 -12.79965 -32.49588
H 1.61001 -14.28987 -29.04439
H 3.24349 -14.64139 -29.55865
H 2.76873 -15.38701 -28.04871
H 1.97941 -13.46310 -26.28576
H 3.72416 -13.97762 -26.20264
H 3.42415 -12.31279 -26.25823
H 5.22124 -10.81676 -26.58133
H 5.18339 -12.36667 -27.15615
H 6.25909 -11.21914 -28.08817
H 4.76160 -9.22893 -29.51983
H 4.85305 -8.92781 -27.84580
H 3.26723 -8.89802 -28.57613
C -6.62313 -1.78265 -37.09610
Br -5.09442 -1.11371 -35.99659
Br -6.30351 -1.37249 -39.06786
Br -8.30751 -1.11622 -36.31991
H -6.58357 -2.86247 -36.95288
C -12.61565 -12.64150 -33.63809
Br -12.75863 -14.51426 -33.31434
Br -10.82701 -11.74220 -33.60846
Br -13.92546 -11.73543 -32.61460
H -12.94284 -12.49707 -34.66775
*
```

This record from OMol25 describes a 12-piece molecular cluster, C23H65F3N15O17S overall in a non-equilibrium geometry. The level of theory is ωB97M-V with the def2-TZVPD basis set.

The molar mass is 912.92 u. The total energy is -101054.727 eV. As for the LUMO energy: 0.0639 Eh.

```
! wB97M-V def2-TZVPD RIJCOSX def2/J DEFGRID3
* xyz -1 1
C 1.37227 -0.96700 -1.14836
F 1.31417 -1.07464 -2.48929
F 1.90073 -2.03064 -0.60916
F 2.05146 0.19936 -0.94258
S -0.49442 -0.70526 -0.53099
O -0.50337 -0.85554 0.91905
O -0.91330 0.67022 -0.94269
O -1.39467 -1.68084 -1.21624
C 5.40225 -3.28110 2.65029
C 4.88990 -2.76842 1.28514
O 5.39992 -3.65877 0.34395
O 4.75519 -4.51440 2.98612
H 5.01419 -2.59449 3.40267
H 6.48637 -3.37144 2.71826
H 5.19821 -1.73234 1.14519
H 3.80808 -2.64783 1.22835
H 5.30476 -4.53177 0.73178
H 4.12935 -4.28376 3.67658
C 2.60608 -2.08929 -5.60629
C 1.45274 -2.92169 -5.83558
O 0.29516 -2.26699 -6.34441
O 3.35662 -1.82384 -6.77031
H 3.30343 -2.66560 -4.99829
H 2.39378 -1.17574 -5.05089
H 1.22169 -3.32911 -4.85134
H 1.57565 -3.82937 -6.42643
H 0.25853 -1.34225 -6.08923
H 3.16420 -0.93633 -7.08162
C -2.20153 0.72184 -4.24004
C -1.31784 -0.22014 -4.97945
O -0.53183 0.45820 -5.93460
O -1.46226 1.67388 -3.48723
H -2.86248 0.15952 -3.58046
H -2.73261 1.32237 -4.97857
H -1.84165 -1.00407 -5.52642
H -0.65380 -0.81968 -4.35678
H 0.02634 1.07710 -5.45816
H -1.07049 1.33302 -2.67982
C 1.03090 -0.61931 4.15952
O 1.61515 -0.66471 5.15865
N 0.52083 0.51830 3.69984
N 1.01311 -1.48535 3.18508
H 0.82051 1.32111 4.23442
H -0.25165 0.67993 3.06955
H 1.63401 -2.28187 3.19695
H 0.40872 -1.23138 2.41676
C 2.55630 2.17537 -4.22049
O 1.47940 1.75272 -4.62581
N 3.25794 3.01639 -4.92208
N 3.12802 1.68542 -3.22128
H 4.19857 3.08515 -4.56072
H 2.95109 3.53839 -5.73045
H 4.06579 1.93041 -2.93731
H 2.77608 0.85153 -2.77308
C -0.02157 5.06724 -2.23419
O -0.55320 5.67208 -3.11644
N 1.09170 5.46457 -1.63640
N -0.45472 3.89949 -1.80016
H 1.29786 4.94428 -0.79563
H 1.65404 6.26952 -1.87292
H 0.01134 3.38087 -1.06948
H -1.00163 3.40898 -2.49327
C 1.10709 3.31144 1.34939
O 2.16615 3.41651 0.85000
N 0.69493 3.89619 2.45126
N 0.18254 2.58278 0.91209
H 1.26922 4.52106 2.99882
H -0.29112 3.75915 2.62167
H -0.71986 2.61982 1.36418
H 0.54575 2.05341 0.13237
C -1.04009 -4.61948 -3.12630
O -1.22231 -5.66001 -3.77386
N -0.44256 -4.42730 -2.01818
N -1.59416 -3.47430 -3.53635
H 0.24620 -5.01745 -1.57386
H -0.49900 -3.46468 -1.71771
H -1.49377 -2.83424 -2.76152
H -2.54725 -3.67762 -3.80161
C 3.63238 -4.85461 -2.42107
O 3.89464 -4.02937 -3.27377
N 4.08832 -6.05601 -2.47146
N 2.88799 -4.46306 -1.43579
H 4.41806 -6.41359 -3.35662
H 3.70671 -6.62117 -1.72643
H 2.70516 -3.47445 -1.33924
H 2.78115 -5.07968 -0.64302
C -4.68057 -1.70655 0.66855
O -5.45992 -1.74185 1.52570
N -4.52042 -0.58989 -0.06807
N -4.01108 -2.77344 0.28362
H -4.96456 0.29373 0.13706
H -3.58652 -0.57676 -0.45248
H -4.19985 -3.68783 0.66880
H -3.17621 -2.56691 -0.24595
C -3.23179 3.97283 5.75488
C -2.05929 3.03925 5.31459
C -2.06132 1.77134 6.21995
C -3.26966 0.81951 5.87821
C -3.07363 0.45028 4.34822
C -3.08772 1.64417 3.35708
N -2.20122 2.70490 3.84376
O -2.13204 3.70652 2.93565
C -2.57221 0.98104 2.12504
C -4.53385 2.06329 3.09782
C -0.65051 3.71143 5.45713
H -4.20382 3.50305 5.90510
H -3.40628 4.65394 4.92198
H -3.00175 4.55427 6.64768
H -1.11001 1.31272 5.95020
H -1.87235 2.09303 7.24412
H -4.25258 1.25937 6.04704
H -3.19781 -0.11317 6.43772
H -3.84668 -0.29258 4.15159
H -2.13191 -0.08358 4.22078
H -1.48716 0.97101 2.02180
H -2.94187 0.01071 1.79351
H -2.80724 1.65993 1.30530
H -5.12517 1.94394 4.00568
H -4.64113 3.09143 2.75212
H -5.07128 1.42551 2.39603
H -0.57933 4.66114 4.92699
H 0.08544 3.01620 5.05324
H -0.37913 3.79981 6.50910
H -2.96315 4.15257 3.11423
*
```

This record from OMol25 describes a 9-piece molecular cluster, C23H66F3N5O9 overall in a non-equilibrium geometry. The level of theory is ωB97M-V with the def2-TZVPD basis set.

The energy relative to the best compared isomer or geometry (same formula, charge and spin) comes out at 0.0 kcal per mole. The molar mass is 613.80 u. The total energy is -58950.947 eV. As for the LUMO energy: 0.0233 Eh.

```
! wB97M-V def2-TZVPD RIJCOSX def2/J DEFGRID3
* xyz 0 1
N -5.27103 4.60677 9.48418
H -4.28524 4.29804 9.57773
H -5.57334 4.58627 8.47491
H -5.27166 5.57112 9.90454
H -5.87728 4.00695 10.06830
C -7.44475 1.81887 11.38293
O -7.43442 0.90238 10.28519
O -6.71454 2.87533 11.09246
C -8.90194 2.11261 11.75277
F -9.64624 2.56784 10.72357
F -9.51200 1.00771 12.21588
F -8.98307 3.02821 12.73652
C -7.47562 -0.48707 10.55836
C -7.97645 -1.19388 9.32119
H -8.98843 -0.89056 9.05334
H -7.34566 -0.91679 8.47067
H -7.94253 -2.27430 9.46319
H -8.10136 -0.73629 11.41507
H -6.45599 -0.81749 10.80133
H -7.04952 1.31053 12.29611
C -4.46710 2.82506 13.39941
O -4.10838 2.94074 12.03095
H -4.79009 1.80756 13.63610
H -3.57806 3.06416 13.97973
H -5.26803 3.52500 13.64918
H -4.92912 2.82710 11.51272
C -4.34774 0.39454 8.84971
O -5.01179 1.63599 8.86940
H -3.57781 0.41617 8.07969
H -3.90111 0.14206 9.82140
H -5.03129 -0.43640 8.62330
H -5.72683 1.60563 9.53224
C -9.08939 5.78214 11.00225
O -7.68301 5.58713 10.99510
H -9.27903 6.82340 11.25972
H -9.53899 5.58438 10.01911
H -9.58900 5.13631 11.72235
H -7.46441 4.63272 11.05222
C -3.93180 5.39723 6.17752
C -5.15082 4.60406 5.81151
C -4.91789 3.11874 5.66556
O -3.75389 2.90069 4.89915
C -3.41954 1.53946 4.84556
N -6.21214 4.79103 6.81343
H -3.60852 5.18609 7.20344
H -4.12031 6.47076 6.10670
H -3.09546 5.15094 5.52337
H -5.50297 4.98102 4.83768
H -5.80023 2.70699 5.14889
H -4.84497 2.67322 6.67165
H -2.51028 1.44441 4.25646
H -4.22050 0.95576 4.37699
H -3.22113 1.15256 5.85348
H -6.54368 5.75203 6.74647
H -7.03423 4.22362 6.57536
C -1.22876 3.01612 7.46051
C -1.19427 3.29440 8.95036
C -0.42489 4.53822 9.31086
O 0.93559 4.33613 8.96487
C 1.72978 5.44793 9.27222
N -2.56294 3.36646 9.46685
H -0.23272 2.92519 7.03163
H -1.73039 3.84161 6.93785
H -1.79087 2.10736 7.23873
H -0.70492 2.41359 9.39701
H -0.48258 4.67227 10.40192
H -0.86211 5.39172 8.77419
H 2.73025 5.22925 8.90831
H 1.77154 5.63049 10.35667
H 1.33983 6.36511 8.81329
H -2.61845 3.18035 10.46712
H -3.12371 2.64720 9.01870
C -9.03719 3.59505 4.15888
C -9.01038 2.13457 4.57526
C -9.18293 1.97865 6.07186
O -8.44618 2.94365 6.77080
C -8.75659 2.92676 8.15629
N -10.12040 1.43908 3.90923
H -8.25063 4.16374 4.65402
H -10.00579 4.04574 4.36724
H -8.83048 3.67020 3.08601
H -8.03292 1.71987 4.28020
H -8.88725 0.96628 6.39311
H -10.25236 2.08441 6.31470
H -8.56906 1.94021 8.57974
H -9.82228 3.16367 8.30099
H -8.19315 3.72571 8.63027
H -10.06206 1.57972 2.90906
H -10.13560 0.44251 4.08458
C -5.02267 6.69827 12.98293
C -4.21149 7.30474 11.86456
C -2.93990 6.54440 11.65271
O -2.14575 6.63385 12.80501
C -1.06054 5.73369 12.75737
N -5.00357 7.24825 10.60334
H -5.18546 5.63062 12.81194
H -6.00447 7.15961 13.09182
H -4.50335 6.79420 13.93808
H -4.00511 8.35541 12.10636
H -2.39502 6.88706 10.75667
H -3.21491 5.49349 11.44023
H -1.41913 4.70536 12.87215
H -0.39773 5.96819 13.59249
H -0.46284 5.84267 11.84476
H -5.94019 7.57120 10.82469
H -4.60551 7.87002 9.90690
*
```

The highest molar mass belongs to which entry? C23H65Br6N12O9P3